(A)
Below is one molecule with the formula C2H5N3O2, with properties calculated with the ωB97M-V functional and the def2-TZVPD basis.

XYZ file:
```
12
Properties=species:S:1:pos:R:3:mulliken_charge:R:1
C -0.583 -0.198 0.592 0.466
C -0.177 -1.075 -0.575 -0.755
N -1.930 0.227 0.527 -0.173
N -0.460 2.058 0.217 -0.080
N 0.974 -1.023 -1.043 -0.144
O 0.122 1.086 1.052 -0.339
O -1.722 1.446 -0.093 -0.238
H -0.491 -1.028 1.368 0.245
H -2.387 0.359 1.499 0.273
H 0.051 1.952 -0.685 0.256
H 1.277 -1.690 -1.731 0.263
H 1.712 -0.277 -0.874 0.226
```

Properties
Lowest unoccupied orbital energy ... 0.662 eV
Charge ... 0
HOMO-LUMO gap ... 9.00 eV

=====

(B)
Below is C2H5N3O2 as an isolated structure, with properties calculated with the ωB97M-V functional and the def2-TZVPD basis.

XYZ file:
```
12
Properties=species:S:1:pos:R:3:mulliken_charge:R:1
C 0.623 0.005 -0.503 0.806
C -0.751 0.211 0.181 0.091
N 1.783 -0.610 -0.129 -0.481
N -1.275 -0.221 1.381 -0.480
O 0.324 1.234 0.088 -0.530
N -1.407 0.114 -1.042 -0.280
O 0.139 -0.196 -1.776 -0.409
H 2.561 -0.005 0.095 0.238
H 2.005 -1.444 -0.653 0.236
H -0.568 -0.554 2.022 0.269
H -1.891 0.446 1.830 0.232
H -1.542 1.019 -1.495 0.307
```

Properties
Lowest unoccupied orbital energy ... 0.202 eV
Charge ... 0
HOMO-LUMO gap ... 8.99 eV

=====

The winner here is (B), beating the second structure by 3.343 eV.

=====

(A)
Below is one molecule with the formula C5H4N2O2, with properties calculated with the ωB97M-V functional and the def2-TZVPD basis.

XYZ file:
```
13
Properties=species:S:1:pos:R:3:mulliken_charge:R:1
O 1.288 1.319 -2.079 -0.556
C 0.908 0.520 -1.289 0.499
C 0.907 -0.931 -1.385 -0.762
C 0.685 -1.453 -0.120 0.066
N 0.108 -0.351 0.594 0.128
C -1.095 -0.086 1.276 -0.252
C -1.424 1.251 1.133 -0.237
O -0.416 1.763 0.271 -0.244
N 0.495 0.858 0.078 -0.009
H 1.542 -1.411 -2.053 0.375
H 0.691 -2.516 0.548 0.295
H -1.703 -0.999 1.442 0.324
H -1.985 2.037 1.584 0.373
```

Properties
Lowest unoccupied orbital energy ... 0.195 eV
Structure (SMILES) ... O=c1ccn2ccon12
Charge ... 0
HOMO-LUMO gap ... 7.47 eV

=====

(B)
Below is one molecule with the formula C5H4N2O2, with properties calculated with the ωB97M-V functional and the def2-TZVPD basis.

XYZ file:
```
13
Properties=species:S:1:pos:R:3:mulliken_charge:R:1
O 2.735 -0.932 0.756 -0.385
N 1.753 -0.036 0.485 0.039
C 1.700 0.901 -0.503 -0.094
N 0.549 1.331 -0.901 -0.654
C -0.422 0.594 -0.252 0.726
C -1.832 0.496 -0.093 -0.530
C -2.020 -0.481 0.843 -0.475
O -0.848 -1.025 1.281 -0.355
C 0.062 -0.385 0.568 0.094
H 2.812 -1.588 0.041 0.358
H 2.622 1.328 -0.869 0.426
H -2.584 1.084 -0.574 0.411
H -2.924 -0.888 1.256 0.441
```

Properties
Lowest unoccupied orbital energy ... 0.460 eV
Structure (SMILES) ... On1cnc2ccoc21
Charge ... 0
HOMO-LUMO gap ... 9.18 eV

=====

The winner here is (B), beating the second structure by 1.467 eV.

=====

(A)
Below is one molecule with the formula C4H7OP, with properties calculated with the ωB97M-V functional and the def2-TZVPD basis.

XYZ file:
```
13
Properties=species:S:1:pos:R:3:mulliken_charge:R:1
C 0.520 -0.672 0.207 -0.808
C -0.861 -0.465 -0.356 -0.456
C 1.379 0.551 -0.042 -0.774
C -1.710 0.561 0.384 -0.075
O -2.690 0.968 -0.102 -0.433
P 3.170 0.218 0.272 0.022
H 0.619 -0.958 1.246 0.440
H 0.866 -1.431 -0.364 0.435
H -0.651 -0.220 -1.438 0.247
H -1.493 -1.397 -0.347 0.313
H 1.271 0.680 -1.161 0.316
H 0.961 1.488 0.264 0.440
H -1.379 0.677 1.436 0.334
```

Properties
Lowest unoccupied orbital energy (alpha / beta) ... -1.174 / -1.212 eV
Charge ... 0
HOMO-LUMO gap (alpha / beta) ... 7.18 / 7.14 eV

=====

(B)
Below is a 2-piece molecular cluster, C4H7OP overall, with properties calculated with the ωB97M-V functional and the def2-TZVPD basis.

XYZ file:
```
13
Properties=species:S:1:pos:R:3:mulliken_charge:R:1
C -1.373 1.786 -0.312 -0.771
C -1.335 0.462 -0.127 0.068
C -0.153 -0.277 -0.579 -0.087
C 1.120 0.137 -0.759 -1.170
H -0.568 2.375 -0.497 0.283
H -2.175 2.406 0.025 0.270
H -2.197 -0.232 0.085 0.272
H -0.317 -1.250 -0.868 0.388
H 1.794 -0.473 -1.223 0.435
H 1.369 1.090 -0.521 0.312
O 1.564 -3.145 1.301 -0.390
P 1.852 -1.785 1.726 0.348
H 0.417 -1.095 1.748 0.042
```

Properties
Lowest unoccupied orbital energy ... -0.668 eV
Structure (SMILES) ... C=CC=C.O=P
Charge ... 0
HOMO-LUMO gap ... 8.49 eV

=====

The winner here is (B), beating the second structure by 0.453 eV.